No. 1
9
Properties=species:S:1:pos:R:3 method="wB97M-V/def2-TZVPD" lumo_ev=-0.06 relative_energy_kj_mol=155.2 e_homo_ev=-8.492 homo_lumo_gap_ev=8.43
C 0.573 -0.145 -0.036
C -1.217 0.568 -0.343
S 1.552 0.859 1.044
S 1.852 0.640 -0.989
S 0.448 -1.919 0.173
H -1.071 1.634 -0.373
H -1.779 0.211 0.498
H -1.498 0.131 -1.285
H 1.140 -1.979 1.310

---

No. 2
72
Properties=species:S:1:pos:R:3 method="wB97M-V/def2-TZVPD" lumo_ev=4.03 relative_energy_kj_mol=10.9 e_homo_ev=-1.392 homo_lumo_gap_ev=5.42 charge=-2
W 0.764 0.417 0.414
O 4.707 -0.098 -4.304
C 3.727 -0.001 -3.353
C 3.078 -1.128 -2.860
C 2.118 -0.939 -1.893
N 1.859 0.266 -1.414
C 2.402 1.356 -1.940
C 3.374 1.271 -2.911
C 1.762 2.603 -1.375
O 2.079 3.710 -1.775
O 0.839 2.312 -0.522
C 1.221 -1.991 -1.291
O 1.307 -3.160 -1.612
O 0.367 -1.480 -0.453
H 4.826 -1.029 -4.515
H 3.279 -2.130 -3.221
H 3.820 2.165 -3.320
O -1.485 -2.987 5.114
C -0.933 -2.230 4.116
C 0.166 -2.667 3.388
C 0.655 -1.856 2.387
N 0.079 -0.692 2.096
C -0.911 -0.222 2.858
C -1.462 -0.970 3.875
C -1.207 1.218 2.549
O -2.082 1.832 3.137
O -0.393 1.679 1.656
C 1.973 -2.049 1.682
O 2.652 -3.039 1.895
O 2.280 -1.033 0.948
H -0.993 -3.812 5.168
H 0.681 -3.597 3.597
H -2.259 -0.553 4.473
F 1.178 2.583 3.820
C 2.101 3.101 2.994
F 2.859 3.936 3.755
F 1.487 3.840 2.090
C 2.967 1.977 2.315
O 2.403 1.464 1.224
C 4.316 2.627 1.839
F 4.088 3.779 1.199
F 5.181 2.894 2.846
F 4.957 1.821 0.991
C 3.305 0.902 3.401
F 2.246 0.131 3.669
F 4.295 0.099 2.996
F 3.694 1.445 4.579
C -3.377 2.424 -3.199
C -4.171 1.185 -2.820
C -4.937 1.363 -1.518
O -3.402 -0.030 -2.756
P -1.826 -0.217 -2.394
S -0.613 0.394 -3.796
S -1.640 0.626 -0.553
O -1.769 -1.809 -2.405
C -2.506 -2.809 -1.686
C -2.829 -2.470 -0.242
C -3.749 -3.177 -2.484
H -4.076 3.258 -3.304
H -2.848 2.276 -4.139
H -2.645 2.675 -2.432
H -4.888 0.981 -3.622
H -4.249 1.572 -0.699
H -5.496 0.455 -1.282
H -5.642 2.193 -1.611
H -1.816 -3.657 -1.686
H -3.517 -1.627 -0.167
H -1.920 -2.219 0.303
H -3.293 -3.346 0.221
H -4.462 -2.352 -2.478
H -4.220 -4.061 -2.046
H -3.479 -3.395 -3.518

---

No. 3
147
Properties=species:S:1:pos:R:3 method="wB97M-V/def2-TZVPD" lumo_ev=0.37 relative_energy_kj_mol=96.1 e_homo_ev=-10.118 homo_lumo_gap_ev=10.49
C -12.329 -4.303 26.743
C -12.021 -4.162 25.289
O -13.094 -3.221 24.703
C -12.821 -2.558 23.631
O -11.814 -2.669 22.977
C -13.967 -1.526 23.254
F -15.126 -1.933 23.710
F -13.838 -0.249 23.609
F -13.951 -1.464 21.933
H -12.451 -3.384 27.264
H -11.619 -4.870 27.328
H -13.314 -4.776 26.836
H -12.169 -5.134 24.670
H -11.062 -3.661 25.052
C -3.970 -3.045 27.953
C -3.578 -3.740 26.681
O -3.120 -5.111 26.997
C -2.021 -5.465 26.277
O -1.528 -5.016 25.288
C -1.394 -6.689 26.944
F -0.519 -6.175 27.861
F -2.250 -7.485 27.635
F -0.678 -7.356 26.073
H -3.106 -2.982 28.659
H -4.759 -3.653 28.454
H -4.346 -2.027 27.766
H -2.830 -3.096 26.129
H -4.487 -3.938 26.078
C -6.621 -9.277 18.409
O -5.766 -8.268 18.749
P -5.003 -8.098 20.140
O -5.649 -8.889 21.229
O -3.456 -8.351 19.965
C -2.565 -7.749 19.092
O -4.991 -6.511 20.294
C -6.144 -5.645 20.348
H -6.801 -9.817 19.349
H -6.149 -9.954 17.677
H -7.585 -8.931 18.007
H -3.065 -7.609 18.137
H -1.632 -8.278 18.937
H -2.166 -6.754 19.415
H -6.934 -5.995 21.047
H -6.497 -5.499 19.241
H -5.866 -4.720 20.625
C -11.078 1.821 28.671
O -10.154 0.748 28.824
P -9.500 0.054 27.565
O -10.575 -0.327 26.597
O -8.523 1.242 27.020
C -8.183 1.352 25.614
O -8.570 -0.987 28.206
C -7.262 -0.910 28.801
H -11.896 1.518 27.965
H -10.586 2.709 28.323
H -11.606 1.925 29.592
H -8.836 2.043 25.137
H -8.240 0.395 25.087
H -7.145 1.819 25.623
H -7.230 -1.782 29.415
H -7.200 -0.039 29.419
H -6.482 -0.892 28.059
C -8.904 -7.457 26.637
O -8.439 -6.065 26.425
P -7.096 -5.775 25.581
O -7.281 -5.551 24.121
O -6.429 -4.568 26.375
C -7.266 -3.527 26.742
O -6.127 -7.058 25.867
C -5.250 -7.626 24.860
H -8.243 -8.100 26.098
H -9.914 -7.625 26.335
H -8.892 -7.574 27.741
H -7.931 -3.220 25.840
H -6.722 -2.606 26.997
H -7.949 -3.779 27.604
H -4.836 -8.544 25.278
H -4.464 -6.873 24.572
H -5.849 -7.815 23.933
C -9.415 -7.272 22.304
O -10.574 -6.379 22.743
P -12.025 -6.968 22.926
O -13.177 -6.031 22.877
O -12.129 -8.153 21.852
C -12.963 -8.013 20.682
O -11.913 -7.710 24.371
C -13.084 -8.238 25.007
H -9.820 -8.247 22.259
H -8.687 -7.061 23.079
H -9.114 -6.972 21.328
H -12.593 -7.190 19.996
H -14.014 -7.853 21.055
H -13.050 -9.013 20.220
H -13.473 -9.130 24.517
H -13.827 -7.427 25.091
H -12.675 -8.595 25.969
C -5.120 0.596 23.411
O -6.317 -0.092 23.925
P -6.614 -1.502 23.201
O -6.547 -1.489 21.737
O -5.664 -2.442 23.968
C -5.082 -3.557 23.224
O -7.992 -1.845 23.782
C -9.248 -1.207 23.200
H -4.178 0.045 23.467
H -5.022 1.378 24.184
H -5.326 1.145 22.510
H -4.545 -4.155 23.885
H -4.425 -3.220 22.429
H -5.918 -4.121 22.788
H -8.918 -0.259 22.706
H -9.919 -1.079 24.009
H -9.639 -1.942 22.503
C -10.940 -12.381 24.030
O -9.653 -12.028 24.553
P -9.227 -10.658 25.190
O -10.318 -10.080 25.979
O -7.915 -11.030 25.992
C -7.927 -11.885 27.160
O -8.668 -9.622 24.053
C -7.869 -10.404 23.086
H -11.756 -12.406 24.794
H -10.807 -13.351 23.504
H -11.289 -11.583 23.306
H -8.377 -12.790 26.889
H -8.502 -11.391 27.955
H -6.887 -12.107 27.411
H -8.534 -10.930 22.422
H -7.155 -11.071 23.481
H -7.222 -9.685 22.541
C -5.868 -6.384 29.066
O -6.289 -6.473 30.402
P -7.465 -5.567 31.010
O -7.686 -4.287 30.369
O -7.089 -5.541 32.578
C -5.679 -5.283 32.856
O -8.724 -6.563 31.034
C -8.569 -7.888 31.595
H -6.167 -5.450 28.570
H -6.353 -7.138 28.486
H -4.828 -6.551 29.008
H -5.652 -5.070 33.882
H -5.318 -4.355 32.292
H -5.067 -6.138 32.582
H -9.525 -8.469 31.556
H -8.311 -7.770 32.653
H -7.777 -8.393 31.003

---

No. 4
6
Properties=species:S:1:pos:R:3 method="wB97M-V/def2-TZVPD" s2=0.915 lumo_ev="-6.16 / -7.39" relative_energy_kj_mol=0.0 spin_multiplicity=2 e_homo_ev="-12.952 / -12.941" homo_lumo_gap_ev="6.80 / 5.55" charge=+1
C -0.266 0.091 -0.595
O -0.673 -0.949 -0.072
H -0.152 0.407 -1.635
Mg -1.103 1.841 0.799
Hg 1.001 -1.151 1.663
H 1.193 -0.239 -0.160

---

No. 5
148
Properties=species:S:1:pos:R:3 method="wB97M-V/def2-TZVPD" lumo_ev=0.36 relative_energy_kj_mol=132.9 e_homo_ev=-8.373 homo_lumo_gap_ev=8.73
C -1.128 -0.185 -3.985
C -2.356 -1.081 -3.774
N -2.208 -2.489 -4.123
C -1.181 -3.167 -3.316
C -1.681 -3.424 -1.896
C -2.054 -2.730 -5.538
C -3.253 -2.298 -6.357
H -0.714 -0.335 -4.988
H -0.335 -0.387 -3.265
H -1.405 0.868 -3.925
H -2.629 -1.042 -2.714
H -3.199 -0.664 -4.326
H -1.024 -4.121 -3.819
H -0.254 -2.585 -3.357
H -1.114 -4.242 -1.440
H -1.567 -2.566 -1.234
H -2.716 -3.754 -1.970
H -1.890 -3.801 -5.683
H -1.147 -2.270 -5.981
H -3.279 -1.227 -6.568
H -4.200 -2.571 -5.888
H -3.244 -2.799 -7.330
C 2.624 -5.134 -2.097
C 1.978 -3.929 -1.426
N 2.887 -2.862 -1.002
C 3.918 -3.322 -0.069
C 4.515 -2.171 0.752
C 3.484 -2.092 -2.090
C 2.449 -1.349 -2.931
H 3.148 -4.807 -2.999
H 1.868 -5.862 -2.381
H 3.366 -5.580 -1.436
H 1.266 -3.464 -2.107
H 1.409 -4.218 -0.536
H 3.382 -3.952 0.649
H 4.729 -3.872 -0.563
H 5.029 -2.587 1.618
H 5.262 -1.641 0.157
H 3.763 -1.452 1.075
H 4.086 -2.744 -2.749
H 4.168 -1.380 -1.633
H 1.835 -2.056 -3.492
H 2.914 -0.668 -3.639
H 1.764 -0.820 -2.262
C -0.786 4.065 -3.672
C -1.600 4.257 -2.402
N -1.289 5.498 -1.722
C 0.105 5.553 -1.272
C 0.526 4.467 -0.291
C -2.241 5.798 -0.645
C -2.169 7.245 -0.208
H 0.282 3.978 -3.484
H -0.952 4.919 -4.334
H -1.115 3.178 -4.217
H -2.653 4.152 -2.681
H -1.478 3.359 -1.760
H 0.766 5.573 -2.139
H 0.260 6.537 -0.824
H -0.022 4.504 0.649
H 0.422 3.483 -0.750
H 1.584 4.572 -0.037
H -2.069 5.112 0.201
H -3.243 5.598 -1.026
H -2.289 7.889 -1.078
H -1.206 7.476 0.248
H -2.925 7.454 0.548
C 5.178 0.230 3.818
C 6.020 0.598 2.603
N 6.202 2.032 2.405
C 7.065 2.260 1.259
C 7.450 3.716 1.062
C 4.959 2.778 2.366
C 4.044 2.537 1.163
H 5.428 0.876 4.659
H 5.451 -0.786 4.113
H 4.114 0.222 3.584
H 7.033 0.199 2.714
H 5.608 0.112 1.702
H 6.560 1.911 0.334
H 7.946 1.622 1.344
H 7.857 4.124 1.987
H 6.581 4.302 0.769
H 8.198 3.782 0.273
H 4.382 2.535 3.259
H 5.199 3.839 2.449
H 3.786 1.479 1.050
H 3.139 3.139 1.239
H 4.519 2.810 0.213
C 2.068 2.938 4.656
O 1.814 3.954 4.045
N 1.392 1.770 4.538
C 1.646 0.642 5.404
C 0.384 1.633 3.536
H 2.908 2.870 5.369
H 2.059 -0.204 4.840
H 0.713 0.297 5.852
H 2.373 0.921 6.162
H 0.619 0.798 2.855
H -0.590 1.334 3.942
H 0.281 2.525 2.929
C -5.800 -3.327 2.340
O -6.618 -3.997 1.749
N -4.741 -2.697 1.780
C -3.852 -1.874 2.548
C -4.503 -2.807 0.366
H -5.865 -3.167 3.430
H -4.171 -1.810 3.590
H -3.814 -0.861 2.140
H -2.825 -2.259 2.598
H -4.620 -1.841 -0.139
H -3.492 -3.147 0.111
H -5.160 -3.540 -0.092
C -4.609 2.746 0.799
O -3.823 1.937 0.339
N -5.473 3.483 0.083
C -6.378 4.413 0.708
C -5.403 3.511 -1.355
H -4.711 2.935 1.882
H -7.368 4.316 0.262
H -6.044 5.446 0.559
H -6.457 4.220 1.776
H -4.916 2.624 -1.751
H -6.401 3.535 -1.804
H -4.903 4.399 -1.756
C -2.037 -7.162 3.493
O -1.096 -7.695 4.037
N -1.957 -6.261 2.488
C -3.133 -5.761 1.825
C -0.678 -5.859 1.948
H -3.083 -7.371 3.787
H -3.094 -6.082 0.778
H -3.134 -4.672 1.840
H -4.025 -6.155 2.304
H -0.707 -4.801 1.682
H 0.089 -5.964 2.712
H -0.411 -6.446 1.065
C 0.406 -1.639 0.879
O -0.241 -2.541 1.383
N -0.117 -0.483 0.418
C 0.696 0.617 -0.010
C -1.533 -0.233 0.471
H 1.489 -1.694 0.693
H 0.678 1.407 0.748
H 0.330 1.034 -0.952
H 1.743 0.361 -0.178
H -1.992 -0.088 -0.513
H -2.062 -1.053 0.938
H -1.744 0.671 1.050

---

No. 6
28
Properties=species:S:1:pos:R:3 method="wB97M-V/def2-TZVPD" lumo_ev=-0.17 relative_energy_kj_mol=0.0 e_homo_ev=-10.265 homo_lumo_gap_ev=10.09
O -4.691 15.950 -0.094
H -5.508 16.219 -0.533
H -4.318 16.769 0.249
O -4.420 18.967 -0.136
H -4.860 18.819 0.718
H -3.626 19.466 0.084
O -5.710 18.261 2.436
H -6.497 18.705 2.100
H -5.274 18.921 2.988
O -2.551 14.132 -0.722
H -2.334 14.537 -1.566
H -3.390 14.550 -0.472
O -6.776 17.322 -1.761
H -7.490 17.866 -1.417
H -6.290 17.881 -2.385
O -4.366 18.001 -2.941
H -4.279 18.021 -1.976
H -3.713 18.630 -3.262
C -8.856 16.142 0.990
C -9.939 16.203 2.019
O -10.900 15.169 1.769
O -7.989 15.070 1.277
H -8.332 17.117 1.006
H -9.306 16.032 -0.002
H -10.457 17.165 1.950
H -9.522 16.089 3.021
H -11.081 14.701 2.586
H -7.641 14.697 0.463

---

No. 7
79
Properties=species:S:1:pos:R:3 method="wB97M-V/def2-TZVPD" lumo_ev=-4.34 e_homo_ev=-12.985 homo_lumo_gap_ev=8.64 charge=+1
C 7.755 2.019 -0.886
C 8.214 2.064 -2.459
C 7.085 2.782 -3.460
O 7.061 2.307 -4.722
O 6.235 3.880 -2.956
C 4.813 3.513 -3.085
C 3.938 3.645 -1.704
N 3.278 2.271 -1.479
C 3.615 1.403 -0.274
C 2.661 0.107 -0.604
N 1.910 0.306 -1.902
C 2.275 1.664 -2.460
H 8.702 1.637 -0.272
H 6.811 1.337 -0.712
H 7.506 3.136 -0.572
H 8.504 0.969 -2.835
H 9.202 2.715 -2.610
H 4.252 4.097 -3.936
H 4.802 2.366 -3.414
H 4.555 3.918 -0.747
H 3.077 4.448 -1.792
H 4.347 1.636 0.611
H 2.547 -0.861 0.049
H 1.237 -0.288 -2.432
H 1.960 2.217 -3.444
C -2.571 -2.324 -3.226
C -1.180 -2.563 -2.616
C -1.051 -3.837 -1.787
F -1.880 -3.844 -0.720
F 0.209 -3.957 -1.289
F -0.810 -1.467 -1.904
F -0.292 -2.642 -3.656
O -3.433 -1.441 -2.502
C -4.168 -2.042 -1.437
C -3.784 -1.484 -0.062
F -2.464 -1.649 0.197
F -4.459 -2.118 0.932
F -4.042 -3.389 -1.513
F -5.478 -1.774 -1.692
H -2.404 -1.812 -4.182
H -3.076 -3.258 -3.500
H -1.253 -4.726 -2.388
H -4.006 -0.414 0.005
C -0.624 4.543 -0.904
C -0.240 3.965 0.468
C -0.706 2.535 0.718
F -2.051 2.417 0.681
F -0.323 2.117 1.955
F -0.672 4.807 1.443
F 1.127 3.986 0.545
O -1.795 5.363 -0.937
C -3.031 4.660 -1.054
C -3.932 4.833 0.174
F -3.320 4.416 1.310
F -5.072 4.104 0.055
F -2.778 3.360 -1.343
F -3.648 5.173 -2.153
H 0.188 5.222 -1.191
H -0.634 3.781 -1.693
H -0.277 1.843 -0.010
H -4.212 5.882 0.312
C -4.076 -4.078 4.768
C -3.142 -2.984 4.226
C -2.471 -3.310 2.896
F -1.681 -4.404 2.971
F -1.664 -2.288 2.504
F -2.228 -2.666 5.179
F -3.900 -1.857 4.054
O -3.515 -4.960 5.745
C -2.774 -6.061 5.221
C -1.289 -6.009 5.598
F -0.700 -4.867 5.167
F -0.603 -7.038 5.035
F -2.976 -6.138 3.884
F -3.344 -7.177 5.750
H -4.881 -3.560 5.304
H -4.590 -4.626 3.968
H -3.208 -3.470 2.105
H -1.156 -6.065 6.683